(1)
93
Properties=species:S:1:pos:R:3 method="wB97M-V/def2-TZVPD" relative_energy_kj_mol=60.9 lumo_energy_ev=1.69 orbital_gap_ev=5.63 total_energy_ev=-243899.828 total_charge=-1
Pd -0.627 0.042 -0.265
Se 0.603 -0.907 -2.140
Se -1.457 -2.119 0.476
Cl 8.053 -0.157 4.366
Cl 12.157 1.665 1.427
Cl 7.236 3.521 4.195
S 8.498 5.087 2.008
Si 1.339 2.590 0.099
Si -0.816 2.814 -2.243
O -2.997 -4.977 -2.747
O -3.943 -2.677 -1.495
O 5.481 1.502 1.178
N 2.316 -1.271 1.444
N -1.611 1.219 1.125
N 4.490 -1.083 1.812
C 7.726 0.867 1.866
C -1.155 -3.370 -0.997
C 3.900 -1.308 3.037
C 1.651 4.465 0.175
C 9.601 1.636 0.536
C -2.024 3.544 0.951
C 5.878 -0.785 1.581
C 2.564 -1.414 2.785
C 6.233 0.642 2.000
C 8.621 0.555 2.881
C -1.466 4.595 -2.260
C -2.495 1.107 2.108
C 5.199 2.779 1.736
C 7.825 5.105 0.432
C -0.355 2.209 -0.559
C 0.651 2.811 -3.409
C -2.933 -2.087 -2.315
C 3.482 -1.072 0.896
C -3.176 2.209 2.590
C -0.600 -2.100 -3.147
C 7.243 4.059 2.564
C 8.248 1.391 0.687
C -1.924 -4.180 -3.224
C -2.927 3.444 1.995
C 1.483 2.015 1.884
C -1.648 -2.923 -2.382
C 2.732 1.879 -0.945
C 10.455 1.340 1.585
C 9.982 0.792 2.761
C 6.348 3.731 1.592
C -2.173 1.759 -2.989
C -1.355 2.395 0.516
C 6.696 4.356 0.356
H 6.112 4.233 -0.546
H 2.586 4.687 0.700
H -3.883 2.104 3.400
H 4.905 2.672 2.784
H -3.024 1.667 -2.309
H -1.100 -1.501 -3.912
H 1.099 1.002 1.999
H 2.530 2.006 2.206
H 1.410 3.540 -3.113
H 8.297 5.680 -0.348
H 10.653 0.555 3.574
H 0.081 -2.777 -3.668
H 6.505 -1.487 2.134
H 1.103 1.819 -3.448
H 1.765 -1.594 3.486
H -1.674 -4.284 -0.704
H -2.650 0.107 2.498
H 7.561 1.638 -0.111
H 2.400 0.994 -1.490
H 4.343 3.152 1.176
H -2.121 -3.866 -4.261
H 6.088 -0.902 0.517
H -1.819 4.494 0.477
H -2.456 4.685 -1.807
H 3.662 -0.911 -0.156
H 0.848 4.977 0.711
H 5.938 0.781 3.047
H -3.357 -1.999 -3.320
H 0.310 3.072 -4.415
H -2.697 -1.082 -1.953
H -3.616 -2.543 -0.583
H -0.087 -3.583 -1.050
H -1.788 0.757 -3.182
H -2.533 2.185 -3.932
H 1.720 4.904 -0.825
H 3.088 2.606 -1.678
H 9.991 2.059 -0.379
H -3.587 -4.388 -2.249
H 4.480 -1.369 3.944
H -3.442 4.329 2.349
H -1.552 4.936 -3.296
H -1.028 -4.811 -3.236
H -0.786 5.277 -1.740
H 3.574 1.585 -0.317
H 0.929 2.679 2.556


(2)
64
Properties=species:S:1:pos:R:3 method="wB97M-V/def2-TZVPD" relative_energy_kj_mol=202.5 lumo_energy_ev=-0.55 orbital_gap_ev=8.67 total_energy_ev=-49044.479
O -21.166 -12.262 2.438
O -19.832 -9.701 11.710
O -24.895 -14.917 4.127
O -22.265 -12.224 7.158
O -23.645 -12.202 11.978
O -25.036 -10.211 7.533
O -15.501 -8.833 9.951
O -18.222 -9.770 7.519
N -14.639 -10.410 11.340
N -23.123 -14.599 5.558
N -23.704 -12.977 4.125
N -17.548 -8.282 5.924
N -23.142 -12.585 9.821
N -20.025 -10.515 3.317
N -17.757 -7.648 8.101
N -20.183 -11.770 6.388
N -21.408 -9.072 10.223
N -22.251 -10.326 3.109
N -20.479 -11.985 8.607
N -23.430 -9.565 6.096
N -16.517 -10.885 10.191
N -21.664 -8.578 12.425
N -25.549 -8.710 5.911
N -24.260 -10.695 10.373
C -24.020 -14.207 4.598
C -23.676 -11.813 10.812
C -21.195 -11.137 2.914
C -17.838 -8.635 7.187
C -24.660 -9.490 6.602
C -21.056 -12.024 7.386
C -20.934 -9.190 11.476
C -15.564 -9.955 10.421
H -24.773 -10.245 11.115
H -25.126 -8.203 5.154
H -22.653 -13.877 6.088
H -23.264 -12.270 8.864
H -19.282 -11.324 6.475
H -16.437 -11.830 10.510
H -14.726 -11.292 11.808
H -19.518 -11.696 8.617
H -23.032 -10.489 6.275
H -24.326 -12.499 3.499
H -22.974 -12.395 4.488
H -22.341 -8.796 9.990
H -22.325 -7.841 12.269
H -17.558 -8.983 5.204
H -18.192 -7.938 8.964
H -22.121 -9.377 3.393
H -14.134 -9.696 11.838
H -19.278 -10.577 2.645
H -23.151 -10.668 2.815
H -20.591 -11.790 5.468
H -17.192 -7.378 5.676
H -22.981 -8.807 5.622
H -20.269 -9.642 3.752
H -20.743 -9.533 9.616
H -17.129 -10.726 9.403
H -21.256 -8.632 13.344
H -21.126 -12.060 9.384
H -23.334 -15.506 5.935
H -22.755 -13.497 9.965
H -17.775 -6.678 7.846
H -24.257 -10.275 9.457
H -26.505 -8.553 6.166


(3)
16
Properties=species:S:1:pos:R:3 method="wB97M-V/def2-TZVPD" relative_energy_kj_mol=564.8 lumo_energy_ev="-7.41 / -6.50" orbital_gap_ev="6.11 / 7.60" total_energy_ev=-7835.464 total_charge=+1
O 2.387 -0.820 -0.428
N -0.722 -0.288 -0.576
C -1.720 0.565 -0.320
C -0.501 -1.253 0.356
C 2.267 0.389 0.166
C 1.234 1.200 -0.155
H -2.524 0.348 0.369
H 0.844 1.166 -1.228
H -1.513 -1.698 0.522
H -1.256 1.435 0.091
H 1.080 2.160 0.340
H 2.949 0.854 0.780
H -2.121 0.967 -1.255
H -0.345 -1.015 1.459
H 0.206 -1.896 -0.091
H 3.240 -1.242 -0.221


(4)
18
Properties=species:S:1:pos:R:3 method="wB97M-V/def2-TZVPD" relative_energy_kj_mol=209.1 multiplicity=2 lumo_energy_ev="3.56 / 3.45" orbital_gap_ev="2.38 / 8.15" s_squared=0.7504 total_energy_ev=-8897.995 total_charge=-1
O 0.471 3.297 -0.257
N -2.616 0.305 1.128
C -0.279 -0.095 0.918
C 0.952 -0.909 0.606
C 1.614 -1.268 -1.806
C -1.530 -0.575 0.980
C 0.819 -1.509 -0.769
H -2.356 1.272 1.128
H 0.351 4.156 -0.722
H 1.105 2.887 -0.885
H 2.518 -0.683 -1.908
H 0.122 -2.336 -0.846
H 1.367 -1.706 -2.769
H -3.506 -0.038 0.879
H -1.768 -1.629 0.923
H 1.851 -0.325 0.783
H 1.041 -1.752 1.306
H -0.155 0.909 1.311


(5)
56
Properties=species:S:1:pos:R:3 method="wB97M-V/def2-TZVPD" relative_energy_kj_mol=0.0 lumo_energy_ev="-15.94 / -15.91" orbital_gap_ev="4.21 / 4.26" total_energy_ev=-144384.389 total_charge=+4
Lu -0.819 0.286 -1.368
I -1.171 -0.484 -3.964
I 2.249 -1.982 -3.361
Ga 2.314 0.567 -0.131
S 1.489 1.397 -2.072
O -2.961 2.812 0.187
O -1.359 4.393 -1.384
O 4.250 -0.882 1.828
O 5.224 1.960 0.436
O -0.825 -1.117 0.058
C 4.168 1.611 0.119
C -0.395 -2.755 1.790
C -0.959 3.318 -1.537
C -3.610 -1.036 0.609
C 2.434 3.065 -2.694
C -0.895 -3.542 2.812
C -4.364 -0.196 1.647
C 2.422 3.937 -1.445
C 3.322 -0.563 1.211
C -3.098 -2.759 2.318
C -4.586 -1.883 -0.218
C 3.848 2.734 -3.145
C -2.339 1.978 -0.380
C -1.222 -1.894 1.040
C 1.589 3.651 -3.817
C 1.074 -1.242 2.880
C 1.089 -2.413 1.963
C -2.250 -3.525 3.112
C 1.768 -2.658 0.595
C -2.600 -1.921 1.312
H 0.570 3.864 -3.475
H -5.325 -1.282 -0.761
H 4.370 3.655 -3.467
H 4.438 2.282 -2.339
H 0.213 -0.518 2.805
H -5.033 0.532 1.163
H 3.838 2.033 -3.989
H 1.509 2.950 -4.654
H 2.820 -2.974 0.633
H 1.391 4.106 -1.117
H 2.914 4.908 -1.622
H -3.606 0.379 2.188
H -3.065 -0.340 -0.044
H 1.541 -2.112 -0.348
H -4.087 -2.506 -0.971
H -4.179 -2.857 2.531
H 0.777 -1.736 3.834
H 1.621 -3.213 2.500
H -2.597 -4.076 3.996
H -4.911 -0.827 2.371
H 2.014 4.593 -4.210
H 2.960 3.430 -0.633
H -5.143 -2.562 0.440
H 1.347 -3.639 0.308
H 2.065 -0.781 3.044
H -0.227 -4.163 3.415


(6)
78
Properties=species:S:1:pos:R:3 method="wB97M-V/def2-TZVPD" relative_energy_kj_mol=7.2 multiplicity=2 lumo_energy_ev="-2.54 / -3.65" orbital_gap_ev="7.15 / 6.03" s_squared=0.7566 total_energy_ev=-161244.453 total_charge=+1
Te 0.636 -2.280 -1.233
As -2.951 0.684 1.108
Cu -0.182 0.195 -0.299
O -1.973 -0.250 0.102
O 1.690 0.355 -0.253
O 0.742 5.190 -6.084
N 3.399 5.668 -0.319
N 3.193 6.438 -1.259
N -0.097 2.244 -0.699
C -5.589 1.641 -1.914
C -0.665 3.454 4.122
C -3.301 -1.367 3.034
C -2.703 2.703 3.093
C -5.397 -2.319 3.717
C -5.304 3.682 -0.670
C 1.393 5.406 -4.918
C -3.985 -0.514 2.174
C 0.055 2.522 3.389
C 3.832 3.309 -0.093
C 1.106 4.053 -6.846
C 2.934 4.314 -0.349
C -0.469 -3.857 -0.331
C -0.759 4.528 -0.856
C 2.134 1.600 -0.285
C -1.974 1.797 2.326
C -4.146 1.693 0.006
C -5.882 2.984 -1.720
C -4.010 -2.271 3.806
C -2.044 3.535 3.984
C 2.369 4.561 -4.395
C -1.028 3.152 -0.885
C -4.718 0.991 -1.053
C -6.075 -1.466 2.861
C 1.562 4.000 -0.517
C 0.528 4.951 -0.658
C -5.370 -0.558 2.083
C 1.049 6.576 -4.237
C -4.432 3.040 0.198
C -0.600 1.689 2.493
C 2.595 6.008 -2.484
C 1.189 2.643 -0.511
C 1.668 6.885 -3.046
C 2.392 -2.580 -0.075
C 3.451 1.955 -0.081
C 2.960 4.861 -3.176
H 0.317 7.238 -4.679
H -3.970 3.599 1.002
H -0.152 4.108 4.813
H -5.949 -3.026 4.321
H -2.031 2.793 -1.078
H 2.468 -1.791 0.664
H 4.867 3.576 0.082
H 1.126 2.438 3.513
H 2.158 4.094 -7.139
H -5.529 4.730 -0.525
H -1.484 -3.834 -0.718
H -0.016 0.954 1.951
H -2.608 4.244 4.575
H -0.484 -3.720 0.747
H 3.248 -2.551 -0.741
H -4.475 -0.053 -1.211
H -2.219 -1.326 3.107
H -6.035 1.100 -2.737
H 1.442 7.809 -2.530
H -3.784 2.749 3.020
H 0.003 -4.800 -0.592
H 0.484 4.076 -7.736
H -3.486 -2.936 4.478
H 2.316 -3.559 0.390
H 3.722 4.203 -2.784
H 0.758 6.007 -0.601
H -6.560 3.490 -2.394
H -1.569 5.231 -0.987
H 2.683 3.675 -4.927
H -5.902 0.109 1.415
H 4.185 1.183 0.105
H -7.154 -1.504 2.798
H 0.916 3.129 -6.294